# 1
{
  "formula": "C33H60F6IO8P2SSi",
  "method": "ωB97M-V/def2-TZVPD",
  "e_homo_ev": -4.91,
  "total_charge": -1,
  "elements": ["C", "O", "C", "P", "I", "C", "C", "C", "O", "C", "C", "C", "C", "C", "C", "C", "C", "Si", "C", "C", "C", "C", "C", "C", "C", "C", "C", "C", "C", "C", "P", "O", "O", "S", "H", "H", "H", "H", "H", "H", "H", "H", "H", "H", "H", "H", "H", "H", "H", "H", "H", "H", "H", "H", "H", "H", "H", "H", "H", "H", "H", "H", "H", "H", "H", "H", "H", "H", "H", "H", "H", "H", "H", "H", "H", "H", "H", "H", "H", "H", "H", "H", "H", "H", "C", "C", "O", "C", "O", "C", "F", "F", "F", "H", "H", "H", "H", "H", "C", "C", "O", "C", "O", "C", "F", "F", "F", "H", "H", "H", "H", "H"],
  "coordinates": [[4.021, -2.691, 4.327], [3.584, -1.644, 3.526], [2.677, -2.059, 2.498], [2.958, -1.096, 0.883], [3.450, 0.209, -1.473], [1.302, -0.152, 0.851], [0.387, -0.252, -0.376], [0.085, 1.085, -1.063], [-1.266, 1.540, -0.863], [2.261, -2.676, -0.054], [0.953, -3.310, 0.444], [-0.065, -3.738, -0.646], [-1.503, -3.678, -0.116], [-2.523, -2.901, -0.945], [-3.644, -2.421, -0.018], [-3.302, -1.046, 0.506], [-4.323, -0.441, 1.479], [-3.543, 0.001, 3.122], [-4.943, 0.400, 4.333], [-2.536, -1.417, 3.847], [-2.432, 1.516, 3.036], [-1.041, 1.367, 3.003], [-0.212, 2.480, 2.943], [-0.758, 3.751, 2.910], [-2.135, 3.924, 2.927], [-2.956, 2.805, 3.002], [4.715, -1.821, 0.667], [6.080, -1.159, 0.901], [7.127, -2.150, 0.333], [6.428, 0.195, 0.296], [3.645, 0.780, 2.217], [3.912, 2.132, 1.357], [5.043, 0.629, 3.038], [2.275, 1.329, 3.570], [4.691, -2.293, 5.081], [3.189, -3.166, 4.852], [4.575, -3.439, 3.755], [2.889, -3.109, 2.317], [1.657, -1.986, 2.871], [1.570, 0.898, 0.867], [0.718, -0.285, 1.751], [0.701, -0.939, -1.146], [-0.582, -0.614, -0.041], [0.231, 0.942, -2.131], [0.779, 1.864, -0.768], [-1.712, 1.349, -1.686], [2.996, -3.473, -0.021], [2.192, -2.415, -1.101], [0.395, -2.705, 1.152], [1.205, -4.228, 0.966], [0.128, -4.780, -0.890], [0.071, -3.174, -1.561], [-1.517, -3.245, 0.882], [-1.885, -4.689, -0.005], [-2.064, -2.048, -1.437], [-2.937, -3.528, -1.730], [-4.604, -2.409, -0.534], [-3.728, -3.125, 0.809], [-3.199, -0.400, -0.352], [-2.333, -1.143, 0.991], [-4.841, 0.396, 1.025], [-5.103, -1.176, 1.688], [-5.625, 1.083, 3.833], [-4.553, 0.929, 5.197], [-5.472, -0.497, 4.630], [-1.785, -1.000, 4.507], [-2.041, -2.017, 3.093], [-3.194, -2.033, 4.448], [-0.581, 0.392, 3.026], [0.857, 2.341, 2.932], [-0.145, 4.635, 2.863], [-2.590, 4.899, 2.897], [-4.031, 2.917, 3.025], [4.735, -2.190, -0.352], [4.708, -2.719, 1.279], [6.321, -1.150, 1.958], [7.159, -2.090, -0.749], [8.104, -1.904, 0.737], [6.877, -3.158, 0.653], [5.934, 1.052, 0.726], [7.497, 0.349, 0.445], [6.285, 0.179, -0.775], [3.186, 2.723, 1.593], [5.487, 1.482, 3.088], [-1.588, 3.607, -1.078], [-2.311, 3.634, -2.402], [-3.356, 4.639, -2.414], [-2.985, 5.870, -2.698], [-1.886, 6.263, -2.957], [-4.222, 6.788, -2.702], [-5.023, 6.541, -1.660], [-4.930, 6.595, -3.825], [-3.858, 8.066, -2.655], [-2.291, 3.465, -0.257], [-0.868, 2.791, -1.058], [-1.061, 4.546, -0.900], [-2.822, 2.691, -2.578], [-1.630, 3.804, -3.234], [-1.280, -2.472, -7.179], [-0.240, -1.402, -6.934], [-0.851, -0.184, -6.462], [-1.103, -0.140, -5.163], [-0.894, -0.993, -4.355], [-1.690, 1.234, -4.794], [-2.629, 1.631, -5.658], [-0.729, 2.158, -4.767], [-2.240, 1.167, -3.579], [-2.045, -2.110, -7.868], [-0.812, -3.357, -7.607], [-1.774, -2.757, -6.251], [0.262, -1.129, -7.859], [0.517, -1.732, -6.224]],
  "atomic_forces_ev_per_a": [[0.1, 0.0, 0.3], [-0.2, 0.2, -0.6], [0.6, 0.4, 0.8], [-0.8, -2.6, 0.7], [0.1, 0.5, -1.0], [0.1, 0.6, -1.1], [-0.5, 0.1, 0.3], [0.1, -1.2, -0.5], [0.3, -7.5, 1.0], [-0.2, 0.3, 0.0], [-0.3, -0.1, -0.6], [0.1, -0.2, 0.6], [0.0, 0.1, -0.5], [-0.2, -0.3, 0.3], [0.0, -0.1, -0.4], [-0.5, -0.1, 0.3], [0.2, -0.5, 0.1], [-0.1, 0.5, 0.6], [0.5, 0.2, -0.5], [-0.3, 0.4, -0.3], [0.2, -0.6, -0.2], [-0.3, 0.6, 0.0], [-0.9, 0.6, -0.3], [-0.6, 0.2, -0.1], [-0.3, -0.5, 0.2], [0.0, 0.0, -0.1], [0.3, 0.6, -0.2], [0.7, -0.5, -0.1], [-0.4, 0.2, 0.4], [0.3, -0.2, 0.0], [-0.4, 0.2, 1.9], [0.2, 0.2, -0.3], [0.5, -0.1, -0.4], [2.0, -1.2, 0.4], [0.1, 0.2, 0.1], [-0.2, -0.2, 0.0], [0.0, -0.2, -0.1], [-0.1, -0.2, -0.4], [-0.2, 0.1, 0.0], [0.2, 0.2, 0.2], [0.2, -0.4, 0.3], [0.4, -0.3, 0.0], [-0.1, -0.2, 0.0], [0.1, 0.1, -0.2], [0.0, 0.3, 0.3], [-0.3, -0.3, 0.0], [0.5, 0.1, 0.1], [-0.2, 0.1, -0.3], [0.2, 0.4, 0.2], [0.0, -0.1, 0.5], [0.2, -0.1, -0.3], [-0.1, 0.3, -0.2], [0.2, 0.1, 0.2], [-0.1, -0.2, 0.2], [0.2, 0.2, -0.1], [0.0, -0.2, -0.2], [-0.2, 0.1, 0.0], [-0.2, -0.1, 0.2], [0.3, 0.4, -0.2], [0.3, 0.3, -0.1], [0.0, 0.3, 0.0], [-0.2, -0.2, 0.1], [-0.3, 0.0, 0.0], [0.0, -0.1, 0.3], [-0.2, -0.1, 0.1], [0.2, 0.1, 0.2], [0.1, -0.2, -0.1], [-0.1, -0.3, 0.0], [0.0, -0.2, 0.1], [-0.7, 0.4, -0.4], [0.4, 0.1, 0.0], [0.0, 0.3, 0.0], [-0.2, 0.2, 0.0], [-0.2, 0.1, -0.4], [-0.1, -0.1, 0.3], [-0.4, 0.3, 0.3], [0.0, -0.1, -0.3], [0.3, 0.0, 0.0], [0.1, -0.3, -0.1], [-0.3, 0.1, -0.1], [0.2, 0.0, 0.2], [-0.2, 0.1, -0.2], [0.0, 0.2, 0.0], [0.0, 0.2, 0.1], [0.2, 4.8, -0.3], [0.5, -0.2, 0.6], [-0.3, 0.2, -0.3], [0.1, -0.4, 0.1], [0.0, 0.2, -0.1], [0.1, 0.0, 0.1], [-0.1, 0.1, 0.0], [-0.1, 0.0, -0.1], [0.0, 0.1, 0.0], [0.1, -0.1, 0.0], [-0.1, 3.3, -0.3], [-0.3, 0.6, -0.2], [-0.4, 0.7, 0.2], [-0.1, 0.2, 0.0], [-0.2, 0.1, 0.1], [0.2, -0.4, -0.3], [0.0, 0.1, 0.1], [0.1, -0.1, -0.2], [-0.1, 0.0, 0.1], [0.1, 0.1, -0.2], [0.0, -0.1, 0.1], [0.1, -0.1, 0.0], [0.0, -0.7, -0.4], [0.1, 0.0, -0.1], [0.0, 0.0, 0.0], [0.1, 0.0, 0.0], [-0.1, 0.1, 0.0], [-0.1, 0.1, 0.1]]
}


# 2
{
  "formula": "C10H32AlN5O6",
  "method": "ωB97M-V/def2-TZVPD",
  "e_homo_ev": -14.34,
  "total_charge": 2,
  "elements": ["Al", "O", "H", "C", "C", "O", "H", "H", "H", "H", "H", "H", "C", "C", "O", "H", "H", "H", "H", "H", "H", "C", "O", "N", "N", "H", "H", "H", "H", "C", "O", "N", "N", "H", "H", "H", "H", "C", "C", "C", "O", "C", "N", "H", "H", "H", "H", "H", "H", "H", "H", "H", "H", "H"],
  "coordinates": [[4.411, -1.474, -4.936], [1.765, -1.176, -1.949], [1.740, -0.867, -1.022], [-3.108, 0.718, -4.815], [-1.574, 0.829, -4.360], [-1.593, 0.575, -2.964], [-3.343, 1.154, -5.787], [-3.726, 1.215, -4.067], [-3.467, -0.304, -4.701], [-1.054, 1.778, -4.492], [-1.089, -0.064, -4.753], [-0.733, 0.155, -2.894], [4.254, -2.790, 3.096], [4.410, -2.964, 1.627], [5.776, -2.856, 1.259], [3.167, -2.819, 3.181], [4.664, -1.863, 3.495], [4.692, -3.599, 3.681], [3.838, -2.233, 1.055], [4.020, -3.927, 1.298], [5.836, -2.439, 0.396], [-1.302, -4.635, -0.130], [-1.635, -5.639, 0.440], [-1.670, -4.315, -1.349], [-0.233, -3.963, 0.197], [-1.041, -3.731, -1.880], [-2.642, -4.531, -1.521], [0.112, -3.306, -0.488], [0.347, -4.208, 0.986], [3.655, 3.257, -1.695], [3.724, 2.802, -2.827], [4.169, 4.383, -1.262], [3.197, 2.703, -0.696], [4.453, 4.977, -2.028], [4.200, 4.679, -0.297], [3.262, 3.165, 0.199], [2.705, 1.821, -0.723], [-5.236, 1.765, 2.628], [-3.830, 2.344, 2.224], [-2.711, 1.364, 2.621], [-1.474, 2.094, 2.661], [-0.275, 1.290, 3.036], [-3.925, 2.746, 0.770], [-6.012, 2.493, 2.391], [-5.343, 1.529, 3.687], [-5.382, 0.778, 2.188], [-3.700, 3.251, 2.813], [-2.644, 0.532, 1.921], [-2.840, 0.942, 3.618], [-0.032, 0.588, 2.238], [-0.411, 0.720, 3.955], [0.601, 1.921, 3.184], [-3.010, 3.163, 0.668], [-3.961, 1.971, 0.123]],
  "atomic_forces_ev_per_a": [[0.0, 0.1, 0.1], [-0.2, 0.1, 0.3], [0.1, -0.1, -0.3], [1.1, 0.8, 0.9], [-3.0, -1.1, -0.3], [0.6, -0.2, 0.5], [0.2, -0.3, 0.0], [0.2, 0.5, 0.0], [0.5, -0.2, -0.5], [-0.2, 0.0, -0.7], [0.6, 0.5, -0.9], [0.2, -0.2, 1.1], [-0.6, -0.2, 0.3], [0.9, 0.2, -0.8], [0.1, 0.0, -0.1], [-0.1, 0.1, 0.9], [-0.1, 0.1, -0.3], [-0.1, -0.1, -0.2], [-0.2, 0.4, 0.1], [0.0, -0.4, 0.1], [0.1, -0.1, 0.0], [1.5, -2.0, -0.1], [-1.6, -1.0, 1.4], [-2.3, 0.7, -1.9], [3.1, 2.5, 1.7], [-1.0, -0.1, -0.5], [0.2, 0.1, -1.1], [0.4, 0.0, 0.4], [-0.2, -0.1, -0.1], [2.4, 1.8, -3.7], [-0.2, -0.2, -1.2], [2.1, 4.1, -2.1], [-4.7, -6.1, 7.2], [0.4, 0.5, 0.7], [0.1, 0.1, -0.6], [-0.3, -0.5, -0.2], [0.3, 0.2, -0.1], [0.9, -0.3, 0.3], [-2.9, -0.2, -0.4], [1.4, 0.2, 0.3], [1.4, -1.0, -0.2], [-1.2, 0.5, -0.2], [2.1, -0.7, 2.7], [0.1, -0.3, -0.3], [0.4, 0.4, 0.2], [-0.3, 0.2, -0.6], [0.3, 0.1, -0.3], [-0.1, -0.1, -0.4], [-0.5, 0.0, 0.1], [-0.2, -0.1, -0.2], [-0.4, 0.1, 0.1], [-0.5, 0.5, -0.1], [0.1, 0.9, -0.9], [-0.5, -0.3, -0.1]]
}


# 3
{
  "formula": "C7H6O",
  "method": "ωB97M-V/def2-TZVPD",
  "e_homo_ev": [-8.89, -8.88],
  "smiles": "C[C@H]1O[C@@]12C#CC=C2",
  "de_lowest_kj_mol": 611.2,
  "elements": ["C", "C", "O", "C", "C", "C", "C", "C", "H", "H", "H", "H", "H", "H"],
  "coordinates": [[-2.045, 0.886, 0.195], [-1.276, -0.276, -0.294], [-0.578, -0.229, -1.499], [0.266, -0.088, -0.410], [0.982, 1.163, -0.075], [2.159, 0.933, 0.339], [2.473, -0.402, 0.396], [1.383, -1.051, -0.007], [-2.964, 0.955, -0.454], [-1.406, 1.779, 0.082], [-2.221, 0.716, 1.301], [-1.678, -1.328, -0.091], [3.358, -1.010, 0.553], [1.549, -2.048, -0.036]],
  "atomic_forces_ev_per_a": [[-0.6, 0.3, 0.0], [1.7, -2.0, 0.9], [-0.1, 0.3, -1.3], [-0.6, -0.9, 1.4], [3.6, 0.8, 1.1], [-4.7, 4.1, -1.4], [1.4, -2.9, 0.1], [-0.4, 1.0, -0.5], [0.6, 0.3, 1.1], [-0.6, -0.2, 0.0], [-0.3, 0.3, -1.3], [0.7, 1.5, 0.0], [0.2, 0.7, 0.5], [-0.9, -3.5, -0.6]]
}


# 4
{
  "formula": "C16H14BCl5N6W",
  "method": "ωB97M-V/def2-TZVPD",
  "e_homo_ev": [-14.78, -14.77],
  "total_charge": 2,
  "de_lowest_kj_mol": 0.0,
  "multiplicity": 3,
  "elements": ["H", "N", "B", "N", "C", "W", "H", "C", "H", "C", "H", "C", "H", "H", "H", "N", "N", "N", "N", "C", "C", "H", "H", "C", "C", "C", "C", "H", "H", "H", "H", "H", "Cl", "C", "C", "C", "Cl", "C", "Cl", "C", "Cl", "C", "Cl"],
  "coordinates": [[1.976, -2.609, 0.646], [0.948, -1.637, -0.942], [0.131, -0.846, -3.261], [0.891, -1.850, -2.326], [1.568, -2.974, -2.599], [-0.195, -0.175, -0.028], [1.655, -3.326, -3.631], [2.105, -3.488, -1.422], [2.722, -4.369, -1.321], [1.721, -2.620, -0.405], [0.194, -1.096, -4.405], [-0.787, 1.672, 0.640], [-0.703, 1.749, 1.717], [-1.881, 1.632, 0.385], [-0.348, 2.525, 0.131], [0.749, 0.589, -2.983], [-1.369, -0.851, -2.752], [0.744, 1.047, -1.649], [-1.680, -0.415, -1.442], [1.419, 1.486, -3.748], [-2.513, -1.045, -3.397], [1.585, 1.335, -4.826], [-2.497, -1.292, -4.455], [1.846, 2.538, -2.932], [-3.581, -0.776, -2.565], [1.419, 2.210, -1.635], [-3.049, -0.335, -1.350], [2.404, 3.425, -3.224], [-4.621, -0.838, -2.792], [1.587, 2.761, -0.721], [-3.502, 0.098, -0.480], [0.828, 0.857, 0.917], [-1.801, -3.092, 0.104], [-1.507, -2.413, 1.666], [-0.717, -1.263, 1.825], [-0.384, -0.882, 3.147], [0.860, 0.258, 3.510], [-1.035, -1.461, 4.268], [-0.810, -0.842, 5.853], [-1.912, -2.557, 4.067], [-2.728, -3.265, 5.387], [-2.132, -3.057, 2.757], [-3.194, -4.375, 2.511]],
  "atomic_forces_ev_per_a": [[-0.1, -0.1, -0.1], [1.0, -0.4, -1.3], [0.1, 1.0, 1.0], [0.4, -0.4, 1.0], [-0.2, 0.6, -0.2], [0.3, -0.5, 1.7], [-0.1, 0.1, 0.5], [0.2, -0.1, 0.5], [-0.1, 0.1, 0.0], [-0.2, 0.0, -1.3], [0.0, -0.3, -0.3], [-1.5, 1.0, -0.4], [0.0, 0.4, 0.2], [0.3, 0.2, 0.0], [-0.4, 0.3, 0.3], [-0.1, 0.1, 1.2], [-0.2, 0.9, 1.4], [0.3, -0.4, -1.2], [-0.7, 0.4, -2.0], [-0.1, -0.1, 0.4], [0.6, 0.0, -0.4], [-0.3, 0.0, 0.8], [-0.1, -0.2, 0.3], [-0.1, -0.3, 0.2], [-0.4, 0.6, 1.3], [-0.1, -0.4, -1.0], [1.5, -0.5, -1.8], [-0.2, -0.4, 0.1], [-0.3, 0.0, -0.2], [-0.1, -0.1, -0.1], [-0.2, -0.2, 0.2], [0.8, -1.0, -1.0], [0.2, 0.3, 0.6], [0.5, 0.8, -0.8], [0.5, -0.4, -0.8], [0.6, 0.6, -0.3], [-0.9, -0.7, -0.5], [-1.0, -0.9, 1.3], [-0.1, -0.4, -1.0], [0.1, 0.3, 0.0], [0.2, 0.1, -0.2], [-0.8, -0.8, 1.5], [0.7, 0.8, 0.2]]
}


Here are the calculated maximum force numbers, same order: 0.148 0.205 0.124 0.046 (hartree/bohr).